DFT (wB97M-V/def2-TZVPD) results for C42H35ClGeNO6PS5Sn as an isolated structure.

CARTESIAN COORDINATES (ANGSTROEM)
Sn -1.5985 -1.3291 -0.1076
S 2.3811 -1.9429 7.1079
C 1.0733 -2.1309 6.1581
S -0.4759 -1.4013 6.5355
C -1.2782 -2.0325 5.1379
C -0.5678 -2.7793 4.2919
S -1.7758 -3.2187 3.0769
S 1.0963 -3.0700 4.6806
S -2.8733 -2.0293 4.4151
N -2.1956 1.0026 2.7268
C -2.9189 2.1687 2.4098
C -3.1261 3.1552 3.3774
C -3.8162 4.3125 3.0711
C -4.3230 4.5170 1.7911
C -4.0990 3.5629 0.8166
C -3.3939 2.3943 1.1055
P -2.9744 1.2374 -0.2378
C -2.3292 2.4221 -1.4717
C -2.9428 2.7161 -2.6827
C -2.3500 3.6196 -3.5586
C -1.1542 4.2395 -3.2266
C -0.5434 3.9580 -2.0097
C -1.1275 3.0508 -1.1399
C -4.5620 0.6863 -0.9458
C -4.5008 -0.1159 -2.0914
C -5.6634 -0.6105 -2.6618
C -6.8939 -0.3222 -2.0876
C -6.9571 0.4427 -0.9325
C -5.7967 0.9423 -0.3570
H -1.9425 0.9574 3.7009
H -2.6828 0.1547 2.4677
H -2.7422 2.9991 4.3808
H -3.9705 5.0613 3.8392
H -4.8679 5.4227 1.5544
H -4.4631 3.7268 -0.1919
H -3.8785 2.2433 -2.9522
H -2.8289 3.8420 -4.5046
H -0.6960 4.9405 -3.9137
H 0.3884 4.4431 -1.7421
H -0.6466 2.8188 -0.1931
H -3.5387 -0.3313 -2.5436
H -5.6107 -1.2275 -3.5505
H -7.8025 -0.7075 -2.5340
H -7.9154 0.6474 -0.4700
H -5.8528 1.5286 0.5506
O -5.7696 -2.2963 0.5118
Cl -4.4484 -2.4582 1.0030
O -4.3887 -3.3834 2.1083
O -3.8930 -1.1585 1.4133
O -3.5504 -2.9381 -0.0677
O 0.4277 -1.8098 -1.4425
C 0.0893 -0.7508 -2.0165
O -1.1605 -0.4177 -2.0949
C 1.1444 0.2551 -2.4255
C 1.9777 0.6239 -1.1639
Ge 3.3014 -0.7770 -0.6740
C 2.9077 -2.3638 0.3977
C 1.8574 -2.4804 1.3054
C 1.6205 -3.6794 1.9644
C 2.4677 -4.7639 1.7774
C 3.5606 -4.6395 0.9333
C 3.7663 -3.4542 0.2365
C 4.0975 -1.2733 -2.3883
C 3.9326 -2.5192 -2.9946
C 4.4818 -2.7783 -4.2456
C 5.2005 -1.7929 -4.9096
C 5.3613 -0.5414 -4.3251
C 4.8089 -0.2852 -3.0765
C 4.6612 0.1798 0.3779
C 4.2548 0.9363 1.4816
C 5.1801 1.5957 2.2809
C 6.5355 1.5083 1.9866
C 6.9581 0.7523 0.9009
C 6.0272 0.0917 0.1058
H 0.6358 1.1233 -2.8361
H 1.8014 -0.1803 -3.1805
H 1.3011 0.8464 -0.3299
H 2.5712 1.5201 -1.3532
H 1.2326 -1.6270 1.5186
H 0.7740 -3.7800 2.6295
H 2.2804 -5.6961 2.2977
H 4.2485 -5.4689 0.8055
H 4.6106 -3.3733 -0.4409
H 3.3576 -3.2901 -2.4906
H 4.3447 -3.7507 -4.7054
H 5.6300 -1.9971 -5.8832
H 5.9160 0.2317 -4.8435
H 4.9364 0.6969 -2.6292
H 3.1962 1.0135 1.7215
H 4.8448 2.1784 3.1316
H 7.2597 2.0239 2.6059
H 8.0149 0.6781 0.6722
H 6.3723 -0.4953 -0.7401

- net charge = 0



DFT (wB97M-V/def2-TZVPD) results for C4H6 as an isolated structure.

CARTESIAN COORDINATES (ANGSTROEM)
C 1.3782 -0.0541 -0.1830
C 0.1474 0.7805 -0.1302
C -0.9653 0.8017 0.5611
C -1.3800 -0.4041 -0.0890
H 1.8482 -0.3380 0.7652
H 2.2269 0.5440 -0.5148
H 1.2704 -0.9765 -0.7397
H -1.7154 1.4124 1.0708
H -1.9467 -0.4731 -1.0049
H -0.8638 -1.2928 0.2646

- net charge = 0



DFT (wB97M-V/def2-TZVPD) results for a single C3H7NO molecule.

CARTESIAN COORDINATES (ANGSTROEM)
C 0.3167 1.4019 -0.3016
C 0.7654 -0.0555 -0.3174
N -0.3787 -0.9567 -0.3219
C -1.0850 -1.1207 0.8414
O -2.0752 -1.7942 0.9803
H -0.0672 1.6372 -1.2805
H -0.4092 1.6314 0.4719
H 1.1786 2.0478 -0.1285
H 1.4252 -0.2347 0.5349
H 1.3641 -0.2625 -1.1926
H -0.3888 -1.7479 -0.9476
H -0.6459 -0.5461 1.6617

- net charge = 0



Short version: gap between HOMO and LUMO = 7.37, 8.53, 10.79 eV, in the order given.
Short version: E_LUMO = -0.6307, 0.6915, 0.9784 eV, in the order given.
Short version: energy above the lowest of the compared OMol25 structures with the same formula, charge and spin = 17.7, 84.2, 14.9 kcal per mole, in the order given.